(1)
C48H41F10N2NaO10P2 as an isolated structure in a non-equilibrium geometry, computed with ωB97M-V/def2-TZVPD.

Properties
Lowest unoccupied orbital energy = 3.06 eV
Net charge = -2

Geometry as XYZ:
```
114
Properties=species:S:1:pos:R:3:forces:R:3
Na -0.191368 0.404406 -0.320249 -0.09 0.21 0.68
C 4.159408 0.007530 -6.634440 -0.05 -0.02 -0.01
C 4.971701 -0.134990 -5.361264 -0.11 -0.06 0.02
C 5.797051 -1.414983 -5.353987 0.02 -0.02 0.15
C 6.746640 -1.397128 -4.163387 -0.13 -0.03 0.03
C 5.999038 -1.082738 -2.886721 0.08 -0.03 -0.13
C 6.534617 -1.430238 -1.662907 0.07 0.01 -0.06
C 5.835903 -1.158880 -0.495817 -0.01 0.00 -0.11
F 6.396019 -1.501270 0.681576 0.10 -0.05 0.15
C 4.601374 -0.581781 -0.517642 -0.17 0.02 0.13
C 4.024598 -0.252768 -1.742277 0.00 0.08 -0.12
C 2.638474 0.280692 -1.739986 0.03 0.03 -0.17
O 2.083553 0.509805 -0.669493 0.24 0.20 0.08
C 2.063569 0.462846 -3.055703 -0.12 -0.10 0.05
C 2.842338 0.291565 -4.151882 0.19 0.00 0.09
N 4.143005 -0.110946 -4.144315 -0.06 -0.12 0.02
C 4.729805 -0.472064 -2.929494 -0.05 0.04 -0.10
C 0.587974 0.799829 -3.312168 -0.24 0.01 0.15
O 0.294749 1.160002 -4.465199 0.07 -0.13 0.27
O -0.177397 0.646901 -2.315976 0.39 0.00 -1.82
H 4.845393 -0.045476 -7.480136 -0.01 0.00 -0.02
H 3.632579 0.960387 -6.685702 0.02 -0.05 -0.03
H 3.429367 -0.800076 -6.731101 0.03 0.05 0.00
H 5.665487 0.710954 -5.300611 0.04 0.08 0.01
H 6.351492 -1.506868 -6.289411 -0.01 0.02 0.00
H 5.112122 -2.265723 -5.278650 0.03 0.00 -0.05
H 7.520670 -0.642917 -4.334437 0.02 0.02 0.00
H 7.255322 -2.356797 -4.056955 0.01 0.00 0.01
H 7.498293 -1.926209 -1.607220 -0.07 0.02 0.01
H 4.030118 -0.385062 0.380755 0.04 0.01 -0.04
H 2.373633 0.484692 -5.106772 0.04 0.03 0.05
O -6.637489 2.550233 3.465137 0.18 -0.27 0.17
C -5.817691 1.647016 3.759343 -0.02 0.01 0.13
O -5.624365 1.050638 4.841498 -0.14 0.27 -0.30
C -4.896066 1.209740 2.592762 -0.06 0.02 0.15
C -5.146726 1.633603 1.296624 0.03 0.01 -0.21
C -4.292819 1.246673 0.279299 0.18 -0.14 0.11
N -3.196677 0.492077 0.459822 -0.12 0.07 0.11
C -2.981056 0.056057 1.706529 -0.06 -0.03 -0.04
C -3.804380 0.379985 2.783461 0.10 -0.07 0.01
C -1.821868 -0.901663 1.935019 0.50 0.16 -0.01
O -2.071257 -1.916914 2.591805 0.18 -0.04 -0.03
O -0.670137 -0.578425 1.445444 -0.99 -0.62 0.77
H -6.001777 2.271021 1.110166 0.02 -0.02 0.00
H -4.484360 1.573584 -0.733860 0.05 0.03 -0.18
H -3.599946 -0.017525 3.768903 -0.03 0.01 -0.04
C -3.824300 4.727274 0.416934 0.03 0.07 -0.06
C -2.474705 4.170422 0.825570 -0.03 -0.10 0.00
O -1.496272 4.327356 -0.218576 -0.20 -0.24 0.03
P -1.113041 2.987078 -1.106277 -0.31 0.83 0.03
O -2.384964 3.042698 -2.119383 0.02 -0.07 0.01
C -2.738044 2.003296 -3.057196 -0.03 0.20 0.17
C -4.078349 2.381783 -3.657124 0.02 0.03 0.01
O -0.029399 3.752590 -2.059215 0.11 -0.07 -0.16
C 1.349514 3.731393 -1.707271 -0.08 0.02 0.19
C 1.743738 5.007367 -0.980060 -0.04 -0.02 -0.02
H -4.566659 4.510656 1.191432 0.08 0.03 -0.07
H -4.141887 4.268362 -0.521212 -0.03 0.01 0.07
H -3.763753 5.810375 0.269879 -0.01 -0.08 -0.01
H -2.579963 3.116278 1.104884 0.08 0.02 -0.05
H -2.097809 4.701335 1.699757 0.08 0.02 0.03
H -2.786920 1.040975 -2.548178 0.01 0.01 0.12
H -1.973807 1.936206 -3.826171 0.15 -0.07 -0.01
H -4.791211 2.656584 -2.874827 0.04 -0.07 -0.05
H -4.483923 1.534591 -4.218693 0.02 0.09 0.01
H -3.967705 3.232708 -4.334796 -0.05 -0.04 0.06
H 1.910041 3.633095 -2.637719 0.00 -0.05 -0.07
H 1.574810 2.858776 -1.084040 -0.03 0.00 -0.05
H 1.486228 5.878503 -1.587424 0.03 -0.03 0.04
H 2.821784 5.013148 -0.786057 -0.08 0.01 0.00
H 1.207009 5.083875 -0.031975 0.05 0.01 -0.06
F 4.544069 -7.428508 -1.903719 0.15 0.06 0.00
C 5.179941 -6.274883 -1.585325 0.01 0.04 0.00
F 6.203982 -6.618727 -0.770519 -0.08 -0.02 -0.18
F 5.726515 -5.813971 -2.735139 0.01 -0.13 0.15
C 4.263283 -5.280701 -0.955001 -0.05 0.02 0.17
C 4.016908 -5.336075 0.413421 -0.03 0.07 -0.05
C 3.138742 -4.432841 0.996034 0.03 0.09 0.06
C 2.479182 -3.462573 0.235134 -0.09 0.23 -0.04
C 2.742503 -3.441343 -1.136749 -0.10 0.15 -0.04
C 3.621844 -4.331638 -1.734696 0.00 0.11 -0.04
P 1.179744 -2.166983 0.816851 0.51 -1.00 -0.15
C -0.166187 -3.415771 0.579640 -0.11 0.18 0.13
C -0.300609 -4.594595 1.307187 0.02 0.04 0.09
C -1.276746 -5.519643 0.984004 0.00 0.02 0.05
C -2.127690 -5.278268 -0.087496 0.14 -0.03 0.04
C -2.014524 -4.107792 -0.818318 0.03 0.08 -0.04
C -1.035194 -3.184026 -0.483325 -0.01 0.10 0.05
C -3.177116 -6.279475 -0.444906 -0.02 0.05 0.02
F -4.350384 -6.047815 0.183148 0.09 -0.12 -0.10
F -2.806262 -7.540560 -0.114637 -0.16 0.11 -0.11
F -3.445329 -6.279854 -1.771092 -0.03 -0.12 0.18
C 1.665111 -2.171806 2.594554 0.00 -0.04 0.03
C 0.808546 -2.436735 3.661218 -0.14 -0.09 -0.07
C 1.267354 -2.352831 4.970679 -0.09 -0.03 -0.08
C 2.582862 -1.998943 5.228816 0.02 0.06 -0.12
C 3.446242 -1.715250 4.179463 0.01 0.00 -0.04
C 2.983819 -1.802033 2.877250 -0.04 -0.04 -0.06
C 3.048631 -1.865876 6.640845 -0.03 0.00 -0.07
F 4.397557 -1.922677 6.741466 -0.17 0.01 0.14
F 2.550312 -2.841153 7.432066 0.12 0.09 0.05
F 2.667787 -0.692810 7.196642 0.11 -0.14 0.04
H 4.520227 -6.077963 1.022069 -0.02 0.03 0.00
H 2.985214 -4.481069 2.068962 -0.04 0.02 -0.05
H 2.243222 -2.694157 -1.751315 0.06 -0.06 0.03
H 3.832259 -4.272837 -2.797170 -0.08 0.00 0.06
H 0.356952 -4.791160 2.146707 0.00 0.00 -0.05
H -1.375884 -6.431246 1.559674 0.01 0.02 -0.02
H -2.689567 -3.915324 -1.642876 0.05 0.02 0.02
H -0.955350 -2.262343 -1.050877 -0.04 -0.04 0.01
H -0.229514 -2.683461 3.455830 0.00 0.12 0.03
H 0.592937 -2.561681 5.792910 0.00 0.01 -0.05
H 4.473662 -1.437804 4.379434 -0.04 0.00 -0.04
H 3.670930 -1.597818 2.064462 0.00 -0.01 0.03
```
Positions in Å, forces in eV/Å.



(2)
A 2-piece molecular cluster, C19H16F3N2OS overall in a non-equilibrium geometry, computed with ωB97M-V/def2-TZVPD.

Properties
Lowest unoccupied orbital energy = 2.64 eV
Net charge = -1

Geometry as XYZ:
```
42
Properties=species:S:1:pos:R:3:forces:R:3
C 1.997680 -0.657577 -0.946549 0.80 -0.63 -0.02
C 0.987804 0.136130 -1.470933 -1.36 0.90 -0.53
N 0.125670 0.797643 -1.931828 1.15 -0.82 0.73
C 3.346701 -0.466716 -1.379672 0.11 0.41 0.33
C 4.314709 -1.520494 -1.437440 0.20 0.19 0.14
C 5.623470 -1.281606 -1.841369 -0.31 -0.04 0.21
C 6.054972 0.024246 -2.135034 0.30 -0.06 -0.13
C 7.421218 0.307939 -2.486423 1.44 0.37 -0.35
N 8.526359 0.584216 -2.758847 -1.86 -0.54 0.44
C 5.136995 1.080345 -2.046979 -0.78 0.16 -0.01
C 3.808626 0.846858 -1.707035 0.72 0.03 -0.16
H 1.777354 -1.522195 -0.313053 -0.19 0.13 -0.67
H 4.009751 -2.526696 -1.123772 0.11 0.38 -0.31
H 6.342781 -2.098628 -1.939157 -0.27 0.19 0.16
H 5.479735 2.100284 -2.246114 -0.13 -0.34 0.08
H 3.127385 1.697903 -1.590965 0.22 -0.43 -0.15
C -1.564209 2.169560 0.683727 0.08 0.34 -0.55
C -2.298497 1.076445 1.446588 0.00 -0.87 -0.60
C -3.094430 1.718900 2.573435 -0.21 -0.25 0.62
C -3.233681 0.204200 0.590295 -0.40 0.31 -0.05
C -3.337109 -1.168379 0.832436 -0.22 -0.50 -0.20
C -4.283323 -1.955678 0.149735 0.10 0.45 0.00
C -5.176443 -1.352711 -0.742808 0.28 0.02 0.22
C -5.076472 0.024589 -0.976440 0.10 -0.15 0.01
C -4.102742 0.797459 -0.341795 -0.03 -0.42 0.17
O -1.396709 0.162108 2.121814 0.98 -0.18 0.58
S 0.021666 -0.415097 1.323684 -1.10 1.05 -0.39
C 0.441090 -1.613462 2.563206 0.20 -0.45 0.35
F 1.491925 -2.357282 2.058692 -1.33 0.78 0.86
F 0.852943 -1.045415 3.738593 -0.44 -0.96 -0.82
F -0.609483 -2.451492 2.835844 1.26 0.53 0.16
H -2.089827 3.127427 0.836641 0.34 -0.28 -0.09
H -0.538647 2.252912 1.067315 -0.29 0.14 -0.08
H -1.503968 1.978417 -0.397560 0.14 -0.06 0.37
H -3.789029 2.490107 2.215349 0.21 -0.30 -0.15
H -3.672888 0.961635 3.112405 0.08 0.08 -0.03
H -2.399368 2.183122 3.276504 -0.01 0.03 -0.04
H -2.676095 -1.663098 1.553791 -0.29 0.39 -0.36
H -4.307196 -3.038150 0.326117 -0.06 0.50 -0.06
H -5.940317 -1.949860 -1.252057 0.32 0.26 0.16
H -5.762775 0.496532 -1.675292 0.11 -0.04 0.08
H -4.035636 1.865571 -0.565050 0.02 -0.33 0.11
```
Positions in Å, forces in eV/Å.



(3)
C31H56N3O2P2Pb as an isolated structure in a non-equilibrium geometry, computed with ωB97M-V/def2-TZVPD.

Properties
Lowest unoccupied orbital energy (alpha / beta) = -11.29 / -9.93 eV
Net charge = +3

Geometry as XYZ:
```
95
Properties=species:S:1:pos:R:3:forces:R:3
C 2.468346 -1.402603 -1.039395 -1.05 1.29 -0.10
C 1.430715 0.580555 -1.872104 1.02 -0.18 -0.53
C 3.319317 -1.438804 -2.137371 0.54 -0.24 -1.00
C 2.176680 0.455893 -3.124683 -1.06 0.03 1.18
C 3.144472 -0.540495 -3.222767 -0.01 0.13 0.68
H 4.114113 -2.205489 -2.176141 -0.59 0.45 -0.08
H 1.965332 1.177654 -3.947139 0.37 -0.67 0.78
H 3.785185 -0.566067 -4.114261 -0.28 -0.25 0.50
N 1.591927 -0.390636 -0.856851 -0.24 1.68 -1.61
P 0.900495 -2.685913 0.832264 -1.88 -1.29 0.98
P 0.182482 2.437721 -0.119275 -0.42 0.54 -0.24
C 2.441312 -2.461521 0.036378 2.28 0.16 -0.62
H 2.741299 -3.429502 -0.377346 -0.01 -0.03 -0.11
H 3.243561 -2.224643 0.754031 -0.31 -0.07 0.07
C 0.654138 1.821939 -1.695728 -0.24 -2.45 -1.08
H 0.338834 2.327971 -2.624171 0.26 -0.31 0.61
C -1.451087 3.433076 -0.163426 0.03 0.23 0.38
C 1.695573 3.512295 -0.002483 0.24 0.22 0.95
C -0.183959 -3.750867 -0.301591 -0.19 -0.15 -0.54
C 1.182150 -3.458052 2.518695 -0.29 0.10 0.51
C -2.571019 2.640650 0.515707 -0.36 -0.38 0.28
H -2.339910 2.389337 1.563897 -0.04 0.14 -0.29
H -3.494340 3.253092 0.519321 0.51 -0.23 -0.01
H -2.808088 1.707720 -0.006373 0.03 0.22 0.13
C -1.304867 4.751048 0.615317 0.19 0.30 0.23
H -1.000820 4.578717 1.659483 -0.14 0.08 -0.33
H -0.601971 5.454621 0.148537 -0.29 -0.28 0.19
H -2.286013 5.254864 0.645675 0.31 -0.29 -0.08
C -1.858108 3.716665 -1.593626 -0.17 0.26 -0.65
H -2.762560 4.355341 -1.589660 0.36 -0.35 0.04
H -1.096615 4.265762 -2.166200 -0.17 -0.16 0.15
H -2.102667 2.786352 -2.121375 -0.02 0.32 0.14
C 1.747630 4.116183 1.406358 0.31 0.42 0.20
H 1.479255 3.377520 2.174229 0.03 0.26 -0.10
H 2.774612 4.441300 1.613056 -0.20 0.02 0.02
H 1.095880 4.989289 1.512630 0.21 -0.30 0.04
C 2.938126 2.638619 -0.198759 0.31 -0.05 -0.02
H 2.960900 1.797717 0.508052 0.12 0.13 -0.20
H 3.011139 2.246320 -1.214671 0.13 0.10 0.24
H 3.831066 3.258216 -0.029535 -0.29 -0.16 0.07
C 1.643120 4.584579 -1.094308 0.13 0.74 -0.44
H 1.172022 4.258930 -2.032844 0.21 0.08 0.33
H 1.134313 5.505783 -0.769013 0.22 -0.43 -0.12
H 2.675616 4.869735 -1.359725 -0.33 -0.06 0.18
C -0.169817 -3.748086 3.211456 -0.18 -0.04 -0.09
H 0.012935 -4.125131 4.236091 0.03 0.17 -0.52
H -0.782793 -2.836507 3.301417 0.13 -0.20 -0.01
H -0.764653 -4.507149 2.682517 0.24 0.23 0.20
C 1.955347 -2.460704 3.395069 0.20 0.18 -0.02
H 2.916074 -2.177758 2.951560 -0.03 -0.05 0.14
H 1.388516 -1.543122 3.593076 -0.09 -0.08 -0.01
H 2.164964 -2.923143 4.374107 -0.09 0.15 -0.40
C 2.016575 -4.731826 2.414954 0.39 -0.71 -0.07
H 2.916779 -4.590367 1.801758 -0.11 -0.06 0.19
H 2.357040 -5.029930 3.422926 -0.15 0.23 -0.36
H 1.464218 -5.589365 2.011955 0.16 0.38 0.14
C 0.104215 -3.381624 -1.768880 0.19 0.33 -0.08
H 1.122524 -3.639397 -2.081163 -0.15 -0.03 0.05
H -0.584803 -3.929722 -2.429885 0.17 0.09 0.33
H -0.047863 -2.310403 -1.947810 0.02 -0.19 0.02
C -1.662939 -3.481876 -0.027806 -0.79 0.22 0.28
H -1.951099 -2.450612 -0.306997 0.14 -0.51 0.11
H -2.294291 -4.175203 -0.633354 0.54 0.43 0.42
H -1.936824 -3.628014 1.033580 0.10 -0.02 -0.49
C 0.105701 -5.250374 -0.126626 0.21 -0.42 0.18
H 1.174224 -5.494615 -0.241741 -0.35 0.06 0.04
H -0.249390 -5.639942 0.837341 0.13 0.15 -0.30
H -0.436080 -5.817244 -0.907086 0.18 0.41 0.25
Pb -0.126461 -0.082280 1.221673 -0.67 0.02 -0.96
C 1.894083 1.019771 2.652611 3.79 0.28 3.02
O 2.784810 1.114322 3.377741 -3.07 -0.23 -2.53
N -1.635463 -0.180751 -0.852277 0.33 1.35 -2.75
C -1.661559 0.222063 -1.963972 0.63 -1.38 3.21
C -2.000596 0.317350 -3.386378 0.67 0.50 0.18
C -1.394914 1.379153 -4.292163 0.13 0.39 -0.06
C -1.563877 -1.015681 -3.922028 0.11 -1.22 -0.18
C -3.492296 0.468271 -3.242022 -1.33 -0.22 0.35
H -1.570073 2.396566 -3.955382 -0.07 0.05 -0.08
H -0.325387 1.230413 -4.445307 -0.05 -0.04 0.01
H -1.881830 1.265488 -5.268099 0.12 0.03 0.20
H -1.878277 -1.829419 -3.272118 -0.18 -0.09 -0.05
H -1.988872 -1.182008 -4.899792 -0.16 -0.01 -0.37
H -0.481899 -1.076340 -4.008214 0.16 0.08 -0.06
H -3.922003 1.020950 -4.058274 -0.23 -0.01 -0.49
H -3.919167 -0.529934 -3.158390 -0.33 0.08 -0.15
H -3.770848 0.991597 -2.321358 0.00 0.09 -0.22
C -3.285228 0.537055 4.844491 -0.09 -0.07 0.17
C -1.978524 0.468871 4.120231 0.66 -0.19 -0.71
N -0.876278 0.810115 4.821426 -0.89 -0.17 -0.42
O -1.906492 0.105534 2.903691 0.12 0.45 1.27
H -3.128628 0.691791 5.917005 -0.12 -0.04 -0.22
H -3.844742 -0.392204 4.691872 0.11 0.22 -0.05
H -3.887484 1.369757 4.457879 0.17 -0.21 -0.02
H 0.031302 0.830569 4.376448 -0.22 0.01 0.36
H -0.985427 1.080247 5.791410 0.32 0.00 -0.21
```
Positions in Å, forces in eV/Å.



Here are the calculated energy above the lowest of the compared OMol25 structures with the same formula, charge and spin numbers, same order: 5.5, 2.7, 0.0 (kcal per mole).